The following is a DFT calculation (ωB97M-V with the def2-TZVPD basis set) of a single C4H7NO molecule.

Calculated values
Orbital gap in Eh: 0.3852
HOMO in eV: -9.5
Total energy in eV: -7799.5408
ΔE to the lowest compared entry with this formula, charge and spin in kcal/mol: 2.4
E_LUMO in eV: 0.95

Each line ends with the natural charge from an NBO analysis.
CARTESIAN COORDINATES (ANGSTROEM)
O: 0.93 0.40 -2.36  -0.6019
C: 0.44 0.12 -1.28  0.6809
C: -0.63 0.89 -0.53  -0.5156
C: -0.82 0.14 0.80  -0.4038
C: 0.50 -0.66 0.91  -0.2137
N: 0.78 -0.94 -0.48  -0.6301
H: -0.24 1.90 -0.37  0.2309
H: -1.53 0.93 -1.15  0.2411
H: -1.00 0.83 1.63  0.2151
H: -1.68 -0.54 0.78  0.2099
H: 1.26 0.01 1.35  0.1749
H: 0.43 -1.57 1.52  0.2070
H: 1.54 -1.52 -0.82  0.4054

The following is a DFT calculation (ωB97M-V with the def2-TZVPD basis set) of C2HBrCl2O as an isolated structure.

Calculated values
Orbital gap in Eh: 0.2979
HOMO in eV: -9.3
Total energy in eV: -99221.5195
ΔE to the lowest compared entry with this formula, charge and spin in kcal/mol: 64.1
E_LUMO in eV: -1.23

Each line ends with the natural charge from an NBO analysis.
CARTESIAN COORDINATES (ANGSTROEM)
C: -1.37 0.08 0.55  0.3840
C: 1.87 0.48 -0.02  -0.2009
O: -1.55 1.23 0.35  -0.4668
Cl: -1.32 -1.01 -0.84  -0.0891
Cl: 1.18 1.09 -1.33  0.1608
Br: 2.36 -1.38 -0.19  0.0417
H: -1.19 -0.49 1.48  0.1703

The following is a DFT calculation (ωB97M-V with the def2-TZVPD basis set) of C11H12Br2 as an isolated structure.

Calculated values
Orbital gap (alpha / beta) in Eh: 0.2551 / 0.2778
HOMO (alpha / beta) in eV: -7.2 / -7.7
Total energy in eV: -151682.3168
ΔE to the lowest compared entry with this formula, charge and spin in kcal/mol: 19.1
E_LUMO (alpha / beta) in eV: -0.23 / -0.17

Each line ends with the natural charge from an NBO analysis.
CARTESIAN COORDINATES (ANGSTROEM)
C: 2.37 2.49 -0.69  -0.2056
C: 2.22 1.99 0.57  -0.2108
C: 1.66 1.95 -1.75  -0.2007
C: 1.34 1.01 0.82  -0.1737
C: 0.83 0.86 -1.51  -0.1771
C: 0.64 0.43 -0.21  -0.1211
C: -1.07 -0.82 1.21  -0.3357
C: -0.26 -0.72 -0.04  0.1514
C: -2.39 -0.15 0.69  -0.2508
C: -1.47 -2.18 1.66  -0.6110
C: -0.32 -1.64 -1.20  -0.6777
Br: -3.42 -0.94 -0.58  0.1430
Br: -2.48 1.80 0.50  0.0384
H: 2.80 3.43 -0.73  0.2103
H: 2.87 2.19 1.37  0.2105
H: 1.72 2.34 -2.70  0.2099
H: 1.21 0.82 1.95  0.2118
H: 0.27 0.30 -2.29  0.2155
H: -0.76 -0.12 2.00  0.2459
H: -1.95 -2.77 0.98  0.2181
H: -2.13 -1.82 2.41  0.2273
H: -0.56 -2.70 1.96  0.2145
H: -0.29 -2.74 -0.79  0.2270
H: 0.48 -1.60 -1.80  0.2200
H: -1.31 -1.42 -1.88  0.2208

The following is a DFT calculation (ωB97M-V with the def2-TZVPD basis set) of a single C5H4F3N3O molecule.

Calculated values
Orbital gap in Eh: 0.3671
HOMO in eV: -9.3
Total energy in eV: -19918.1733
ΔE to the lowest compared entry with this formula, charge and spin in kcal/mol: 0.0
E_LUMO in eV: 0.71

Each line ends with the natural charge from an NBO analysis.
CARTESIAN COORDINATES (ANGSTROEM)
O: 1.34 -0.38 -1.81  -0.5512
C: 1.59 -0.07 -0.68  0.5521
N: 0.63 0.20 0.23  -0.4103
N: -0.74 0.07 0.15  -0.0056
C: -1.57 -0.48 -0.81  -0.0523
C: -2.82 -0.46 -0.20  -0.3167
C: -2.67 0.18 1.11  -0.0491
N: -1.34 0.54 1.28  -0.2757
C: 3.00 0.13 -0.07  0.9094
F: 3.96 -0.73 -0.50  -0.3071
F: 2.95 -0.04 1.28  -0.3245
F: 3.43 1.35 -0.36  -0.2968
H: 0.78 0.59 1.16  0.4392
H: -1.41 -0.75 -1.77  0.2436
H: -3.74 -0.80 -0.67  0.2328
H: -3.40 0.65 1.66  0.2119

- What is the formula in the third record?
  C11H12Br2